# 1
A molecular structure, C22H59HgO8 in a non-equilibrium geometry. Source: OMol25; level of theory: ωB97M-V/def2-TZVPD.

Atoms and positions in Å:
Hg: 0.7473 -1.4633 -4.8171
C: 0.4185 -0.2823 -1.3703
O: 0.8627 -0.4245 -2.7073
H: 0.6994 0.7367 -1.1045
H: -0.6485 -0.4476 -1.2205
H: 0.8805 -1.0693 -0.7743
C: -2.9251 -4.8778 -0.1149
C: -1.4413 -4.5322 -0.3233
C: -0.9762 -3.6087 0.8280
O: -0.7084 -5.6878 -0.2442
H: -3.4048 -3.9174 0.0741
H: -3.0812 -5.5262 0.7472
H: -3.3834 -5.2908 -1.0135
H: -1.2990 -4.0852 -1.3072
H: 0.0285 -3.2222 0.6571
H: -1.0101 -4.2058 1.7393
H: -1.6032 -2.7435 1.0434
H: 0.1018 -5.4722 -0.7119
C: 2.0754 -1.6798 2.5897
C: 1.6311 -1.8128 4.0957
C: 0.3099 -2.6482 4.1197
O: 2.5189 -2.6370 4.8301
H: 2.4332 -2.6328 2.2000
H: 2.8451 -0.9116 2.5161
H: 1.2375 -1.3411 1.9803
H: 1.4882 -0.8323 4.5498
H: -0.2723 -2.3191 3.2590
H: -0.2842 -2.5151 5.0238
H: 0.4857 -3.7137 3.9718
H: 2.2211 -2.6477 5.7427
C: -2.6636 3.6999 -2.7170
C: -2.6870 2.1665 -2.5755
C: -4.0710 1.5164 -2.7402
O: -1.9549 1.6378 -3.6122
H: -2.8837 3.9712 -3.7495
H: -1.7099 4.1018 -2.3749
H: -3.4523 4.1090 -2.0856
H: -2.2283 1.8667 -1.6332
H: -4.5771 1.7644 -3.6732
H: -4.6939 1.8164 -1.8975
H: -3.8561 0.4478 -2.7359
H: -1.0654 1.9236 -3.3916
C: -4.4561 -1.2935 0.3772
C: -3.9468 -1.0157 1.7735
C: -2.7347 -0.1506 1.7097
O: -4.9158 -0.4434 2.5726
H: -5.3013 -1.9769 0.4588
H: -3.7297 -1.7557 -0.2912
H: -4.7864 -0.3698 -0.0980
H: -3.6144 -1.9628 2.1985
H: -1.8930 -0.7163 1.3101
H: -2.4648 0.2647 2.6807
H: -2.9962 0.6995 1.0797
H: -5.3481 0.2171 2.0264
C: 2.8471 3.0800 -2.2330
C: 1.3422 3.4164 -2.6410
C: 1.2797 4.7161 -3.4055
O: 0.7947 2.3510 -3.3910
H: 3.4722 2.9990 -3.1222
H: 2.9162 2.1166 -1.7278
H: 3.2586 3.8537 -1.5847
H: 0.7532 3.4679 -1.7252
H: 1.8465 4.5846 -4.3272
H: 1.6150 5.4699 -2.6930
H: 0.2748 4.8602 -3.8025
H: 0.9536 1.5297 -2.9200
C: -0.5381 2.9186 1.6419
C: 0.1467 1.7264 2.2813
C: 1.6794 2.0335 2.2830
O: -0.1890 1.6707 3.6167
H: -1.6260 2.9068 1.7083
H: -0.3021 3.0335 0.5839
H: -0.2203 3.8219 2.1627
H: -0.1289 0.8631 1.6756
H: 1.8305 2.9530 2.8485
H: 2.1866 2.0958 1.3202
H: 2.2361 1.2478 2.7937
H: -0.2160 2.5296 4.0447
C: 5.6509 -1.7665 -1.0878
C: 4.3099 -0.9801 -1.0050
C: 4.4224 0.2850 -0.1293
O: 3.7765 -0.5993 -2.2623
H: 5.6298 -2.6745 -1.6904
H: 5.8980 -2.0461 -0.0637
H: 6.3999 -1.0711 -1.4667
H: 3.6094 -1.6793 -0.5483
H: 3.4343 0.7263 0.0006
H: 4.9953 1.0458 -0.6594
H: 4.8806 0.1185 0.8456
H: 2.8635 -0.3110 -2.1916

Atoms 1-6, force components in eV/Å:
Hg -0.1 0.0 -0.3
C 0.0 0.6 -1.1
O -0.5 -0.3 1.1
H 0.1 -0.2 0.8
H -0.3 -0.1 -0.5
H 0.5 -0.1 0.2

HOMO level (spin up / spin down): -14.3868 / -14.2640 eV
Total charge: +2
Multiplicity: 2

=====

# 2
A molecular structure, C49H35AsN7STi in a non-equilibrium geometry. Source: OMol25; level of theory: ωB97M-V/def2-TZVPD.

Atoms and positions in Å:
Ti: -0.0171 0.0289 0.4312
C: -1.1217 -4.0759 -0.6284
C: -1.2016 -2.7201 -0.5012
N: -0.3916 -2.0268 0.3395
C: 0.4681 -2.7575 1.0913
C: 0.5631 -4.1519 0.8803
N: -0.2024 -4.8041 0.0492
C: 1.1330 -2.0065 2.1201
C: 1.7506 -2.4801 3.2506
C: 1.9158 -1.6380 4.3688
C: 1.2051 -0.4460 4.3799
C: 0.5560 -0.0040 3.2268
N: 0.8259 -0.6531 2.0212
C: -0.6487 0.7315 3.1314
C: -1.2983 1.4102 4.2053
N: -2.5441 1.7656 4.1832
C: -3.2492 1.4361 3.0553
C: -2.6554 0.8852 1.9689
N: -1.3237 0.5807 1.9399
C: 2.6250 -2.0992 5.5840
C: 2.6362 -3.4322 5.9814
C: 3.3194 -3.7873 7.1335
N: 3.9813 -2.9251 7.9021
C: 3.9651 -1.6517 7.5195
C: 3.3129 -1.1937 6.3852
H: -1.7900 -4.6071 -1.2923
H: -1.9133 -2.1414 -1.0787
H: 1.3031 -4.7165 1.4377
H: 2.0410 -3.5208 3.3156
H: 1.0579 0.0601 5.3264
H: -0.7280 1.6302 5.1036
H: -4.3099 1.6452 3.0554
H: -3.2145 0.6677 1.0694
H: 2.0991 -4.1958 5.4341
H: 3.3274 -4.8215 7.4579
H: 4.5079 -0.9539 8.1472
H: 3.3698 -0.1439 6.1264
S: 0.8098 -1.5186 -3.6764
C: 1.7507 -2.1844 -2.3857
C: 2.4378 -3.3954 -2.3426
C: 3.3280 -3.5826 -1.3047
C: 3.5431 -2.5875 -0.3420
C: 2.8306 -1.4064 -0.3636
C: 1.8956 -1.2257 -1.3816
N: 1.1287 -0.0565 -1.5920
C: 0.6690 -0.0409 -2.8215
C: 0.3214 1.2294 -3.5437
C: 0.3081 1.1451 -4.9284
C: 0.3639 2.2784 -5.7375
C: 0.4953 3.5151 -5.1540
C: 0.4465 3.6314 -3.7649
C: 0.3212 2.5160 -2.9483
H: 2.3145 -4.1435 -3.1131
H: 3.8970 -4.5008 -1.2527
H: 4.2830 -2.7463 0.4308
H: 2.9884 -0.6475 0.3918
H: 0.3170 0.1812 -5.4177
H: 0.3552 2.1702 -6.8132
H: 0.6111 4.4023 -5.7613
H: 0.4765 4.6233 -3.3400
C: -0.8488 7.6261 -1.4860
C: -1.7820 6.7749 -2.0664
C: -1.6448 5.4021 -1.9440
C: -0.5711 4.8868 -1.2179
C: 0.3785 5.7335 -0.6546
C: 0.2307 7.1085 -0.7867
As: -0.2804 2.9983 -1.1659
C: -2.0198 2.1971 -0.9876
C: -2.3589 1.0085 -1.6348
C: -3.6601 0.5257 -1.5607
C: -4.6271 1.2372 -0.8632
C: -4.2872 2.4141 -0.2118
C: -2.9856 2.8918 -0.2578
C: 0.8013 2.7625 0.4161
C: 2.0666 2.1839 0.4481
C: 2.8604 2.3190 1.5834
C: 2.3832 3.0145 2.6795
C: 1.1054 3.5707 2.6579
C: 0.3098 3.4498 1.5366
H: -0.9615 8.6974 -1.5831
H: -2.6165 7.1857 -2.6184
H: -2.3747 4.7572 -2.4167
H: 1.2315 5.3470 -0.1107
H: 0.9625 7.7696 -0.3431
H: -1.6465 0.4622 -2.2402
H: -3.9213 -0.3905 -2.0734
H: -5.6453 0.8736 -0.8297
H: -5.0361 2.9672 0.3394
H: -2.7476 3.8107 0.2608
H: 2.4578 1.6870 -0.4309
H: 3.8494 1.8811 1.5983
H: 3.0053 3.1272 3.5574
H: 0.7348 4.1084 3.5208
H: -0.6756 3.9009 1.5387

Atoms 1-6, force components in eV/Å:
Ti -0.8 0.7 -0.3
C 0.1 -0.2 0.1
C 0.1 0.2 0.0
N 0.0 -0.6 -0.3
C -0.1 -0.2 -0.1
C 0.2 0.2 0.2

HOMO level (spin up / spin down): -11.3425 / -10.7937 eV
Total charge: +2
ΔE to the lowest compared entry with this formula, charge and spin: 83.9 kcal/mol
Multiplicity: 2

=====

# 3
A single C6H11NS molecule in a non-equilibrium geometry. Source: OMol25; level of theory: ωB97M-V/def2-TZVPD.

Atoms and positions in Å:
C: -1.0392 1.3603 0.6780
C: -0.7207 0.0187 0.0117
C: -0.2534 -1.1344 0.9758
C: 0.8730 -1.7937 0.2634
C: 1.2711 -1.1634 -0.8505
C: 0.5985 0.2049 -0.9615
H: -0.1155 1.6694 1.1710
H: -1.8567 1.3156 1.3980
H: -1.2688 2.1116 -0.0908
H: -3.0773 -0.0280 -0.0655
H: -1.0856 -1.7934 1.1223
H: 0.0643 -0.7114 1.9735
H: 1.2705 -2.7447 0.5835
H: 2.0324 -1.4451 -1.4653
H: 0.2049 0.4138 -1.9703
H: 1.2563 2.1262 -0.6647
H: 2.5051 0.9792 -0.7195
N: 1.5471 1.1842 -0.4615
S: -2.2062 -0.5698 -0.9275

Atoms 1-6, force components in eV/Å:
C 0.5 -0.2 -0.3
C 1.4 0.1 -0.1
C 0.2 1.7 0.5
C 0.2 0.0 -1.1
C -2.6 1.2 2.5
C -1.2 -1.2 0.2

HOMO level: -8.9083 eV
Total charge: 0
Structure (SMILES): C[C@]1(S)CC=C[C@@H]1N
ΔE to the lowest compared entry with this formula, charge and spin: 13.9 kcal/mol
Multiplicity: 1

=====

# 4
A molecular structure, C18H23N2OReS3. Source: OMol25; level of theory: ωB97M-V/def2-TZVPD.

Atoms and positions in Å:
Re: -0.2635 0.2451 0.0369
C: -2.1628 0.5127 1.2242
C: -1.1686 1.1700 1.9896
C: -0.6149 2.2459 1.2167
C: -1.2912 2.2779 -0.0377
C: -2.2409 1.1887 -0.0508
C: -3.2629 0.9210 -1.1116
C: -1.1314 3.3235 -1.0916
C: 0.4421 3.2002 1.6681
C: -0.7625 0.7972 3.3758
C: -3.0804 -0.5692 1.6954
H: -3.4950 -0.1401 -1.1806
H: -2.9225 1.2576 -2.0887
H: -4.1852 1.4541 -0.8705
H: -0.1004 3.6662 -1.1674
H: -1.7558 4.1848 -0.8466
H: -1.4377 2.9564 -2.0693
H: 1.0048 3.5947 0.8237
H: 1.1401 2.7254 2.3563
H: -0.0117 4.0454 2.1899
H: 0.2536 1.1171 3.5943
H: -0.8243 -0.2777 3.5344
H: -1.4318 1.2816 4.0899
H: -3.3973 -1.2087 0.8737
H: -3.9737 -0.1260 2.1404
H: -2.6064 -1.1960 2.4489
S: -0.7276 -1.9220 -0.5806
C: -0.4519 -2.0299 -2.2906
C: -0.6636 -3.3047 -2.9035
N: -0.8416 -4.3413 -3.3652
C: -0.0496 -0.9391 -2.9829
S: 0.2345 0.5461 -2.1065
C: 0.1883 -0.9270 -4.3896
N: 0.4056 -0.8877 -5.5173
O: 1.0920 -0.4404 1.4433
S: 2.5725 -0.8923 1.4863
C: 2.5236 -2.6688 1.0815
C: 3.3280 -2.8801 -0.2013
C: 3.1545 -1.6170 -1.0390
C: 3.3740 -0.4599 -0.0747
H: 1.4591 -2.8689 0.9485
H: 2.8923 -3.2244 1.9410
H: 2.9749 -3.7700 -0.7209
H: 4.3813 -3.0353 0.0383
H: 2.1459 -1.5743 -1.4511
H: 3.8582 -1.5665 -1.8687
H: 3.0025 0.5149 -0.3927
H: 4.4273 -0.3592 0.2022

Atoms 1-6, force components in eV/Å:
Re 0.0 0.1 0.1
C -0.2 -0.1 0.1
C 0.0 0.1 0.0
C -0.1 -0.2 -0.1
C 0.1 0.0 0.0
C 0.0 0.1 0.0

HOMO level (spin up / spin down): -11.3590 / -12.0783 eV
Total charge: +1
ΔE to the lowest compared entry with this formula, charge and spin: 0.0 kcal/mol
Multiplicity: 2

=====

Across the entries above, E_tot takes the values -1628.04187; -5754.46345; -688.12713; -2157.08022 a.u., respectively.